{"formula": "C24H48O12S6", "method": "wB97M-V/def2-TZVPD", "mol_weight_g_mol": 721.0, "spin_multiplicity": 1, "energy_ev": -115244.673, "de_lowest_ev": 1.130, "e_homo_ev": -9.878, "smiles": "O=S1(=O)CCCC1.O=S1(=O)CCCC1.O=S1(=O)CCCC1.O=S1(=O)CCCC1.O=S1(=O)CCCC1.O=S1(=O)CCCC1", "lumo_ev": 0.33, "symbols": ["O", "S", "O", "C", "C", "C", "C", "H", "H", "H", "H", "H", "H", "H", "H", "O", "S", "O", "C", "C", "C", "C", "H", "H", "H", "H", "H", "H", "H", "H", "O", "S", "O", "C", "C", "C", "C", "H", "H", "H", "H", "H", "H", "H", "H", "O", "S", "O", "C", "C", "C", "C", "H", "H", "H", "H", "H", "H", "H", "H", "O", "S", "O", "C", "C", "C", "C", "H", "H", "H", "H", "H", "H", "H", "H", "O", "S", "O", "C", "C", "C", "C", "H", "H", "H", "H", "H", "H", "H", "H"], "xyz": [[-3.01313, 1.61581, 1.54565], [-2.97842, 2.36974, 2.76517], [-4.13717, 2.41491, 3.64876], [-1.61719, 1.92367, 3.80932], [-1.38972, 3.23042, 4.61527], [-2.07091, 4.42190, 3.92728], [-2.47197, 4.00081, 2.50108], [-0.82102, 1.64263, 3.06221], [-1.91757, 0.97077, 4.23996], [-1.77085, 3.14693, 5.63016], [-0.33139, 3.45898, 4.66960], [-1.43683, 5.28655, 3.90174], [-2.93416, 4.62208, 4.55841], [-1.58374, 4.13133, 1.89346], [-3.28453, 4.57079, 2.04357], [3.61097, -2.79369, 0.67700], [2.47963, -2.43918, 1.47580], [1.39111, -3.44839, 1.55728], [2.92955, -2.01955, 3.16136], [1.99960, -0.83424, 3.49458], [0.96721, -0.60032, 2.39891], [1.72780, -0.87073, 1.09809], [3.96590, -1.68570, 3.14363], [2.92104, -2.85318, 3.82722], [1.49685, -0.98930, 4.44574], [2.58017, 0.15837, 3.55772], [0.56039, 0.37571, 2.47700], [0.13994, -1.33537, 2.32975], [2.49487, -0.10986, 0.89719], [0.98265, -0.95395, 0.23442], [6.75704, 0.09735, -2.72905], [5.61336, -0.51638, -3.38323], [5.79381, -1.46885, -4.41433], [4.51328, -1.09538, -2.05923], [3.21098, -0.41982, -2.35437], [3.15603, 0.33424, -3.71675], [4.55785, 0.74084, -4.02696], [4.99449, -0.80182, -1.13308], [4.38413, -2.15495, -2.03205], [2.36784, -1.08046, -2.23133], [3.18425, 0.39894, -1.60660], [2.54494, 1.17103, -3.55615], [2.77682, -0.23461, -4.55441], [4.86296, 1.68210, -3.56438], [4.79894, 0.62231, -5.08156], [-0.25969, -1.16242, -1.87661], [-0.88379, -1.05412, -3.14902], [-0.56894, -0.00857, -4.07772], [-0.78845, -2.68909, -3.89376], [-2.12265, -2.69934, -4.67922], [-3.21430, -2.25336, -3.70712], [-2.66075, -0.95187, -2.98476], [-0.80238, -3.39227, -3.06336], [0.16751, -2.73663, -4.45715], [-2.12839, -1.94205, -5.47995], [-2.29987, -3.64671, -5.20095], [-3.43134, -3.04035, -2.97552], [-4.16980, -2.05034, -4.19956], [-2.88320, -0.85003, -1.94790], [-3.07908, -0.07688, -3.45388], [2.47140, 2.36539, 0.04206], [1.21396, 3.08316, -0.04302], [0.64312, 3.56289, 1.17099], [1.44910, 4.37847, -1.18550], [0.28159, 4.34764, -2.13508], [0.03717, 2.84667, -2.35347], [0.05019, 2.12407, -0.98996], [2.35815, 4.17493, -1.75685], [1.49760, 5.25998, -0.47242], [-0.58756, 4.88724, -1.83399], [0.60263, 4.83427, -3.05715], [0.91259, 2.47637, -2.85945], [-0.84991, 2.59832, -2.96185], [0.31716, 1.03241, -1.07096], [-1.01599, 2.15578, -0.54509], [-3.16404, -3.01852, -0.21434], [-2.64505, -2.37119, 0.97992], [-1.88463, -1.14680, 0.79234], [-3.84834, -2.17457, 2.28564], [-3.73428, -3.44713, 3.20531], [-2.18042, -3.82775, 3.20819], [-1.68738, -3.62817, 1.77957], [-4.79500, -2.05668, 1.75006], [-3.59698, -1.25850, 2.88096], [-4.12078, -3.14063, 4.17796], [-4.39691, -4.26015, 2.83487], [-1.90717, -4.86798, 3.55154], [-1.64074, -3.16856, 3.87842], [-2.05317, -4.51617, 1.28122], [-0.60704, -3.37332, 1.66270]], "mulliken_charge": [-0.58, 0.96, -0.75, 0.33, -0.86, -0.76, -0.34, -0.81, 0.74, 0.23, 0.37, 0.45, 0.32, -0.01, 0.52, -0.69, 1.12, -0.79, -0.76, -0.78, 0.43, 0.21, 0.31, 0.49, 0.40, 0.29, -0.23, -0.07, 0.47, -0.47, -0.70, 1.24, -0.68, -0.89, 0.60, -0.16, -0.77, 0.39, 0.40, 0.19, -0.34, -0.26, 0.30, 0.32, 0.46, -0.60, 1.20, -0.82, -0.73, -0.67, -0.54, -0.60, 0.33, 0.44, 0.26, 0.41, 0.21, 0.39, 0.10, 0.45, -0.71, 1.07, -0.67, -0.70, -0.87, -0.25, 0.91, 0.26, 0.42, 0.37, 0.39, -0.23, 0.47, -0.75, 0.26, -0.79, 1.14, -0.13, -0.48, -0.74, -0.52, -0.22, 0.48, 0.04, 0.42, 0.26, 0.36, 0.19, 0.54, -0.21]}